# 1
Below is a structure of composition C26H37BaN10O4S, with properties calculated with ωB97M-V/def2-TZVPD.

Values from the calculation:
* orbital gap: 5.84 eV
* LUMO energy: -3.1 eV
* F_max: 0.80 eV/A
* energy above the lowest of the compared OMol25 structures with the same formula, charge and spin: 4.2 kcal per mole

Geometry as ORCA input:
```
! wB97M-V def2-TZVPD RIJCOSX def2/J DEFGRID3
* xyz 1 1
Ba -0.78104 2.71354 -0.55656
C 6.92689 -0.07516 6.28062
O 5.80907 -0.58360 5.57679
C 5.96304 -0.83712 4.25195
C 4.82874 -1.31481 3.59348
C 4.86771 -1.58063 2.24180
C 6.05254 -1.38244 1.53460
C 7.19525 -0.97183 2.19573
C 7.15240 -0.67014 3.55219
N 6.17008 -1.71153 0.14449
N 5.37977 -1.27010 -0.69885
C 4.38617 -0.29209 -0.37391
C 4.67254 0.87312 0.28906
C 3.69280 1.85444 0.50168
C 2.39225 1.67539 0.06410
O 1.42891 2.52701 0.26764
C 2.09642 0.48506 -0.69158
N 0.83305 0.35951 -1.18789
C 0.54532 -0.70885 -1.89944
C 1.46809 -1.73003 -2.17596
C 2.74257 -1.62179 -1.68641
C 3.09446 -0.49090 -0.92252
H 6.59137 0.09125 7.30007
H 7.26736 0.87139 5.85263
H 7.75327 -0.79029 6.28494
H 3.92787 -1.46423 4.17373
H 3.98237 -1.94037 1.73411
H 8.11988 -0.87401 1.64217
H 8.04863 -0.32866 4.04862
H 5.66980 1.04755 0.67006
H 3.94756 2.75559 1.04307
H -0.46571 -0.77542 -2.29191
H 1.16584 -2.57591 -2.77775
H 3.48750 -2.37990 -1.88793
N 0.15784 5.85874 -1.75840
N -0.81762 6.82699 -1.47516
C -1.86560 6.51849 -0.68170
N -2.81131 7.44007 -0.52148
N -1.78832 5.31738 -0.11647
N -2.86419 4.82503 0.57248
O -3.95693 5.34618 0.60136
O -2.59965 3.73820 1.09305
H 0.98518 6.01751 -1.19132
H 0.41105 5.93290 -2.73564
H -0.68857 7.76967 -1.80515
H -2.76127 8.31584 -1.01293
H -3.64152 7.21853 0.00363
C -4.74196 -3.89197 -4.76383
C -5.58983 -3.09196 -3.78159
C -5.37231 -1.58203 -3.86513
C -3.92733 -1.13775 -3.67555
N -3.37965 -1.57966 -2.39715
C -3.09888 -0.80920 -1.33350
S -3.38424 0.86697 -1.34663
N -2.60238 -1.45269 -0.26791
C -2.37263 -0.89052 1.05709
C -3.44112 -1.28080 2.07611
C -3.34847 -2.70103 2.63218
C -3.61863 -3.81988 1.62854
H -5.03892 -4.93995 -4.77913
H -3.67816 -3.86299 -4.51472
H -4.84484 -3.50459 -5.77960
H -5.40523 -3.43951 -2.75919
H -6.64678 -3.29643 -3.96111
H -5.99008 -1.07659 -3.11844
H -5.70426 -1.22171 -4.84274
H -3.85994 -0.05413 -3.69223
H -3.28600 -1.52418 -4.47037
H -3.28220 -2.57704 -2.27649
H -2.52918 -2.45530 -0.34081
H -2.37725 0.19048 0.93568
H -1.37597 -1.19075 1.39043
H -4.42150 -1.11281 1.61947
H -3.36936 -0.57690 2.90869
H -4.06175 -2.78492 3.45427
H -2.36131 -2.84701 3.08087
H -4.50475 -3.61088 1.02459
H -3.78446 -4.76867 2.13741
H -2.77249 -3.98517 0.95573
*
```

***

# 2
Below is a structure of composition C26H37CoN4Se at a distorted geometry, with properties calculated with ωB97M-V/def2-TZVPD.

Values from the calculation:
* orbital gap (spin up / spin down): 8.07 / 3.12 eV
* LUMO energy (spin up / spin down): -5.5 / -9.7 eV
* F_max: 3.36 eV/A

Geometry as ORCA input:
```
! wB97M-V def2-TZVPD RIJCOSX def2/J DEFGRID3
* xyz 2 5
Co -18.57477 -11.87556 3.23213
N -20.60897 -12.46578 3.79500
C -21.68357 -12.29373 2.76925
C -21.43995 -13.15053 1.54251
C -20.18975 -12.76129 0.73771
N -18.93032 -12.85640 1.52772
H -20.62441 -13.38846 4.21821
H -20.80135 -11.85158 4.61473
H -21.70797 -11.20950 2.57164
H -22.67279 -12.52884 3.19769
H -22.27504 -13.01334 0.85407
H -21.43643 -14.19069 1.81503
H -20.28447 -11.75850 0.30280
H -20.13220 -13.48055 -0.08732
H -18.12830 -12.74019 0.88778
H -18.81127 -13.83443 1.83626
C -16.82323 -12.16698 2.68722
C -15.66974 -12.50905 2.37770
C -14.33517 -12.89350 2.00878
C -13.67552 -14.00086 2.59655
C -12.52759 -14.46203 2.00149
C -11.99171 -13.86012 0.83671
C -12.43184 -12.59009 0.51989
C -13.61839 -12.09750 1.12035
H -14.09547 -14.43313 3.48715
H -12.09096 -15.35962 2.38770
H -11.22986 -14.34947 0.23895
H -11.86221 -12.00164 -0.17459
H -14.04162 -11.14637 0.83034
C -20.55906 -7.86780 7.98164
C -19.76104 -6.98888 6.98799
C -20.29353 -6.84573 5.55777
C -20.07910 -8.09614 4.68373
N -18.99395 -8.03571 3.69865
C -17.83158 -8.76847 3.76811
Se -17.76492 -10.22345 4.89438
N -16.90714 -8.27399 2.88985
C -15.44867 -8.62563 2.90030
C -14.64067 -8.00710 4.01651
C -13.25135 -8.63946 4.14506
C -13.25625 -10.01725 4.77386
C -17.47035 -7.10350 2.30666
C -16.86739 -6.13574 1.53414
C -17.61701 -4.93861 1.29553
C -18.88681 -4.81650 1.78538
C -19.53166 -5.87794 2.51107
C -18.76137 -6.96548 2.83503
H -20.13777 -7.68995 8.99895
H -20.55354 -8.95707 7.75565
H -21.61413 -7.57245 8.06854
H -18.72868 -7.39307 6.89340
H -19.67511 -5.96620 7.44116
H -19.92518 -5.94822 5.06723
H -21.40003 -6.70752 5.59281
H -20.99739 -8.33198 4.11567
H -19.93575 -8.97700 5.32973
H -15.15838 -8.30274 1.89823
H -15.45726 -9.69290 2.93838
H -15.23185 -8.12059 4.92430
H -14.63202 -6.94273 3.76616
H -12.57097 -7.97547 4.70534
H -12.79527 -8.73732 3.13235
H -13.81033 -9.92418 5.70707
H -12.19955 -10.34135 4.93724
H -13.75887 -10.75002 4.14401
H -15.78296 -6.14941 1.25794
H -17.13530 -4.06892 0.83103
H -19.39056 -3.85262 1.77318
H -20.58891 -5.83329 2.75586
*
```